23
Properties=species:S:1:pos:R:3:forces:R:3:mulliken_charge:R:1 method="wB97M-V/def2-TZVPD" total_charge=+1 fmax_ha_per_bohr=0.10297 energy_ev=-12024.0530
C 2.316 0.370 -0.712 -3.440 2.541 -2.913 -1.06
C 1.136 -0.098 -0.355 -4.250 0.884 -1.799 0.56
C -1.256 1.579 1.130 -0.272 -2.071 0.791 -1.22
C 1.831 -1.191 1.568 -0.166 -1.349 -0.279 -0.99
C -0.498 0.439 -1.201 2.681 -1.067 1.028 -0.50
C -1.562 0.714 -0.130 0.373 -0.193 0.729 0.25
N -1.033 -0.779 -2.008 1.380 -1.003 5.013 -0.39
O -1.970 -0.597 0.341 -2.528 0.970 -4.422 -0.65
O 0.750 -0.951 0.612 1.135 0.734 0.956 -0.26
H 3.166 -0.007 -0.346 3.218 -1.050 1.489 0.40
H 2.337 1.181 -1.514 0.131 -1.421 1.210 0.24
H -0.164 1.586 1.480 -1.692 0.254 -0.717 0.23
H -1.891 0.971 1.879 1.222 1.300 -0.565 0.32
H -1.783 2.524 1.088 0.599 0.422 -0.113 0.42
H 1.497 -1.851 2.359 -0.456 -0.160 -0.219 0.29
H 2.352 -0.390 2.043 -0.542 1.570 0.000 0.42
H 2.605 -1.662 1.014 0.664 -0.915 -0.389 0.38
H -0.296 1.214 -1.918 0.197 0.573 0.100 0.54
H -2.447 1.099 -0.620 -0.247 0.244 -0.153 0.54
H -1.426 -1.232 -1.043 0.678 0.069 -1.264 0.50
H -0.227 -1.363 -2.282 -1.019 0.281 -0.768 0.34
H -1.918 -0.768 -2.470 -0.181 0.529 -1.546 0.33
H -1.516 -0.787 1.086 2.513 -1.142 3.831 0.31